[1]
# C4H33NO13S

A cluster of 13 separate species, C4H33NO13S in total (the ωB97M-V functional and the def2-TZVPD basis, OMol25).

Element x y z (Å)
C  0.158  0.442  2.173
N  -0.731  -0.690  1.770
C  -1.704  -0.357  0.669
C  -3.020  0.360  1.083
S  -4.102  -0.831  1.944
C  -1.030  0.668  -0.487
O  -0.654  -0.072  -1.625
H  -0.383  1.027  2.972
H  0.337  1.028  1.317
H  1.053  0.115  2.689
H  -1.332  -1.060  2.574
H  -1.646  -1.373  0.015
H  -3.699  0.622  0.331
H  -2.913  1.226  1.647
H  -0.189  1.032  -0.018
H  -1.677  1.453  -1.005
H  2.424  -3.225  -1.895
H  1.232  -2.270  -1.383
O  1.433  -3.230  -1.857
H  -1.536  2.019  3.519
H  -2.074  2.229  2.338
O  -2.114  2.700  3.157
H  0.981  1.870  -2.532
H  -0.399  1.943  -3.023
O  0.331  2.593  -2.847
H  0.752  -0.926  -4.339
H  1.144  -0.060  -3.007
O  1.099  0.085  -4.004
H  2.149  -0.092  -0.591
H  3.111  1.022  -1.263
O  2.450  0.932  -0.608
H  -1.620  -3.330  3.258
H  -0.310  -3.605  2.974
O  -0.791  -3.380  3.718
H  3.402  1.838  1.017
H  3.227  2.444  2.351
O  3.896  2.090  1.798
H  -0.129  4.327  -1.791
H  -1.309  4.151  -1.009
O  -0.930  4.732  -1.573
H  -2.238  0.292  -3.871
H  -0.966  0.974  -4.118
O  -1.945  0.969  -4.411
H  -0.932  -3.296  1.400
H  0.080  -2.610  0.547
O  -0.058  -3.384  1.132
H  3.399  -2.060  0.881
H  2.279  -2.975  0.345
O  3.136  -2.884  0.900
H  1.081  -1.450  0.415
H  0.006  -0.825  -1.175
O  1.271  -1.196  -0.504

Calculated values
ΔE to the lowest compared entry with this formula, charge and spin ... 738.9 kJ/mol
Electronic energy ... -1603.137257 a.u.
Net charge ... -2

***

[2]
# C4H34N2O13

A cluster of 13 separate species, C4H34N2O13 in total (the ωB97M-V functional and the def2-TZVPD basis, OMol25).

Element x y z (Å)
C  -0.270  -3.138  -1.071
N  0.764  -2.093  -0.941
C  -0.021  -1.870  1.530
C  0.478  -1.189  0.199
C  -0.621  -0.279  -0.242
N  -0.895  -0.129  -1.582
O  -1.191  0.441  0.569
H  -1.296  -2.688  -1.134
H  -0.071  -3.600  -2.068
H  -0.265  -3.908  -0.264
H  1.720  -2.644  -0.653
H  -1.034  -2.319  1.170
H  -0.139  -1.205  2.309
H  0.813  -2.601  1.654
H  1.505  -0.587  0.427
H  -1.448  0.671  -1.943
H  -0.441  -0.821  -2.248
H  -2.669  5.123  -0.829
H  -3.360  3.848  -0.285
O  -3.284  4.428  -1.019
H  2.895  1.009  0.695
H  3.889  0.654  1.805
O  3.810  0.541  0.827
H  1.409  2.664  1.062
H  1.150  1.753  -0.127
O  1.321  1.662  0.900
H  -3.101  2.802  -3.116
H  -2.871  2.691  -1.690
O  -2.440  2.427  -2.585
H  4.334  -0.918  0.206
H  4.072  -1.333  -1.181
O  4.402  -1.665  -0.399
H  -2.472  1.611  0.444
H  -3.700  2.097  1.151
O  -3.015  2.436  0.553
H  1.781  1.885  -2.128
H  0.421  2.574  -2.165
O  1.272  2.536  -1.674
H  -1.260  1.865  2.679
H  -0.116  1.260  1.963
O  -0.562  1.318  2.836
H  3.594  -4.483  0.427
H  3.462  -3.079  0.021
O  2.965  -3.787  0.322
H  -4.299  -0.587  1.832
H  -3.114  -0.320  1.085
O  -4.021  0.011  1.127
H  2.942  -0.230  -3.029
H  1.771  -0.429  -2.073
O  2.427  0.159  -2.405
H  -1.607  -1.696  3.138
H  -1.511  -0.032  2.952
O  -2.106  -0.838  2.966

Calculated values
ΔE to the lowest compared entry with this formula, charge and spin ... 339.0 kJ/mol
Electronic energy ... -1260.408812 a.u.

***

[3]
# C4H35O16S

A cluster of 15 separate species, C4H35O16S in total (the ωB97M-V functional and the def2-TZVPD basis, OMol25).

Element x y z (Å)
O  -3.078  1.304  -1.316
C  -1.902  1.797  -1.532
O  -1.397  2.700  -0.844
C  -1.064  1.153  -2.615
C  0.456  1.179  -2.404
C  0.823  -0.018  -1.465
S  1.786  -1.354  -2.273
H  -1.340  1.599  -3.572
H  -1.323  0.083  -2.677
H  1.045  1.035  -3.315
H  0.682  2.050  -1.743
H  1.326  0.237  -0.522
H  -0.119  -0.525  -1.157
H  2.627  -0.614  -3.047
H  -3.940  -0.071  -0.447
H  -4.513  -1.066  -1.405
O  -4.344  -0.956  -0.459
H  -3.337  1.734  0.395
H  -2.483  2.815  0.862
O  -3.094  2.151  1.251
H  0.642  -3.428  3.051
H  -0.258  -3.231  1.852
O  0.500  -3.728  2.146
H  0.286  2.381  1.997
H  1.313  1.191  2.147
O  1.031  1.945  1.563
H  2.519  2.209  0.689
H  2.874  3.604  -0.211
O  2.979  2.671  -0.047
H  1.792  -3.607  0.912
H  2.698  -3.333  -0.295
O  2.714  -3.722  0.597
H  -0.359  3.956  -0.354
H  0.862  3.815  0.726
O  0.450  4.341  0.043
H  -3.393  -1.426  1.239
H  -2.373  -0.649  0.598
O  -2.489  -1.555  0.923
H  -1.110  -0.744  3.136
H  -0.910  -1.845  2.263
O  -0.436  -1.456  3.001
H  3.470  -2.225  1.296
H  4.508  -1.055  1.654
O  3.579  -1.306  1.605
H  4.583  0.357  -0.296
H  4.406  1.701  0.389
O  5.096  1.050  0.131
H  -2.836  -0.427  -3.707
H  -3.709  0.644  -3.048
O  -3.678  -0.297  -3.269
H  -2.388  -2.472  -0.609
H  -2.448  -3.962  -0.401
O  -1.975  -3.306  -0.924
H  1.014  -0.593  3.379
H  2.457  -0.703  2.964
O  1.778  -0.028  3.145

Calculated values
ΔE to the lowest compared entry with this formula, charge and spin ... 239.0 kJ/mol
Electronic energy ... -1775.532451 a.u.
Net charge ... -1

***

[4]
# C4H36BO26

A cluster of 19 separate species, C4H36BO26 in total (the ωB97M-V functional and the def2-TZVPD basis, OMol25).

Element x y z (Å)
O  2.198  2.721  1.068
C  1.738  1.647  0.792
O  0.462  1.466  0.602
B  0.222  0.132  -0.024
O  1.567  -0.438  -0.191
C  2.499  0.338  0.371
O  3.634  0.036  0.504
O  -0.479  0.225  -1.315
C  -1.531  -0.579  -1.291
O  -2.234  -0.770  -2.232
C  -1.669  -1.145  0.159
O  -0.661  -0.635  0.841
O  -2.502  -1.895  0.543
O  6.158  -0.708  -0.578
H  6.308  -0.186  -1.374
H  5.213  -0.599  -0.390
O  2.016  -2.760  1.689
H  2.584  -3.171  1.028
H  2.105  -1.816  1.526
O  -5.096  -1.616  -1.205
H  -4.764  -0.717  -1.270
H  -4.304  -2.146  -1.034
O  -0.174  -3.720  -1.268
H  -0.677  -4.366  -0.756
H  0.043  -3.025  -0.636
O  -1.531  -0.166  3.526
H  -1.039  -0.268  2.690
H  -1.837  0.747  3.528
O  -3.072  -3.874  -2.221
H  -2.669  -3.939  -1.352
H  -2.604  -3.152  -2.657
O  0.598  2.554  -3.187
H  -0.042  1.963  -2.771
H  0.368  2.534  -4.121
O  3.779  4.939  -0.444
H  3.173  4.597  0.226
H  3.927  5.853  -0.187
O  -2.480  1.443  -4.056
H  -2.970  0.700  -3.680
H  -3.021  2.219  -3.873
O  -2.824  -4.589  1.886
H  -2.460  -4.481  2.770
H  -2.978  -3.685  1.571
O  6.403  0.166  2.255
H  5.478  0.231  1.992
H  6.873  0.670  1.584
O  3.757  1.187  -2.622
H  3.715  1.169  -3.583
H  3.284  0.394  -2.346
O  -5.560  -3.163  1.491
H  -6.190  -2.654  0.969
H  -5.090  -2.494  2.024
O  1.601  5.459  1.656
H  1.311  4.537  1.708
H  1.328  5.848  2.494
O  -2.397  2.576  0.470
H  -1.484  2.876  0.366
H  -2.463  2.319  1.395
O  -1.263  -2.255  -4.576
H  -0.838  -1.944  -3.768
H  -0.962  -1.644  -5.257
O  2.786  3.606  3.997
H  3.105  3.402  3.107
H  3.345  3.084  4.582
O  -4.259  -1.100  2.799
H  -3.612  -0.471  2.465
H  -3.846  -1.468  3.590

Calculated values
ΔE to the lowest compared entry with this formula, charge and spin ... 116.3 kJ/mol
Electronic energy ... -2155.467983 a.u.
Net charge ... -1

***

[5]
# C4H36NO15

A cluster of 14 separate species, C4H36NO15 in total (the ωB97M-V functional and the def2-TZVPD basis, OMol25).

Element x y z (Å)
O  1.365  -0.931  -0.860
C  1.186  0.082  -0.252
O  1.357  0.188  1.096
C  0.812  1.402  -0.872
C  1.935  2.389  -1.039
C  1.546  3.700  -1.733
N  -0.357  1.989  -0.070
H  1.288  -0.720  1.524
H  0.277  1.141  -1.822
H  2.844  2.025  -1.672
H  2.397  2.609  -0.071
H  1.989  4.034  -2.652
H  1.741  4.565  -1.065
H  0.529  3.835  -2.111
H  -0.931  1.315  0.399
H  -0.961  2.459  -0.770
H  -0.086  2.699  0.641
H  -1.591  -4.041  -1.145
H  -0.939  -3.165  -2.285
O  -1.474  -3.133  -1.475
H  -0.676  -0.088  -3.800
H  -1.014  1.047  -4.867
O  -0.499  0.829  -4.091
H  0.947  4.570  2.197
H  1.237  3.156  2.280
O  0.852  3.812  1.615
H  -2.498  3.672  2.007
H  -0.938  3.876  2.093
O  -1.665  3.437  1.578
H  -2.360  -2.860  1.257
H  -3.665  -3.020  1.960
O  -2.768  -2.716  2.136
H  -0.358  -1.939  -4.796
H  0.794  -2.537  -4.171
O  -0.079  -2.213  -3.905
H  -0.055  -4.590  1.699
H  0.361  -4.658  0.200
O  -0.373  -4.792  0.810
H  2.593  1.686  2.957
H  1.990  2.288  4.374
O  2.071  2.338  3.422
H  -0.895  0.901  2.268
H  -1.202  0.630  3.726
O  -0.569  0.409  3.021
H  1.479  -2.816  -0.116
H  0.824  -3.184  -1.350
O  1.536  -3.505  -0.805
H  -2.395  -1.000  -0.420
H  -1.007  -1.376  -1.055
O  -1.472  -0.696  -0.525
H  2.695  -2.831  2.800
H  3.421  -1.575  3.295
O  2.720  -1.870  2.684
H  -4.541  -1.929  -1.047
H  -3.571  -2.864  -0.814
O  -3.844  -2.035  -0.380

Calculated values
ΔE to the lowest compared entry with this formula, charge and spin ... 128.7 kJ/mol
Electronic energy ... -1357.135873 a.u.
Net charge ... +1

***

| no. | HOMO-LUMO gap (eV) |
| --- | --- |
| 1 | 5.67 |
| 2 | 10.02 |
| 3 | 9.04 |
| 4 | 9.78 |
| 5 | 10.47 |